No. 1
Molecular formula: C22H49N2OP3SSc
Method: DFT, ωB97M-V/def2-TZVPD

CARTESIAN COORDINATES (ANGSTROEM)
C 2.027 -2.449 1.735
H 0.608 4.158 4.480
C 1.810 1.921 -6.039
H 0.245 2.633 5.266
C 2.997 -1.540 -1.804
C -1.366 -2.954 0.988
H -0.559 2.795 -2.364
H 1.103 2.471 1.498
H -2.514 0.435 5.287
H 1.570 -1.827 -4.048
H -1.400 -3.301 -1.979
C -1.361 2.181 2.799
H -0.213 -0.843 3.204
H -1.586 3.684 -1.103
H -3.410 1.899 -1.339
P 1.398 -2.462 -1.678
H 2.656 1.936 -2.714
H -3.726 0.265 3.276
H -3.429 -0.844 1.453
H 1.610 3.625 2.739
H -3.961 1.851 2.399
C -1.362 2.679 -1.607
H 2.483 -2.950 0.882
H -0.054 1.151 -6.927
C -0.114 3.343 4.507
H -4.305 1.730 4.201
H -2.477 -2.003 -2.552
H 1.210 0.181 -0.431
H -4.001 -0.432 -0.169
H -1.123 -2.480 1.947
H 2.738 1.229 1.776
H -0.092 -2.297 -3.557
C -2.280 -2.691 -1.714
C 2.988 0.196 1.482
N -0.166 2.717 3.191
H -1.815 2.006 5.778
H 1.460 -0.791 3.798
H 3.388 2.851 -4.968
H 2.920 -4.174 -0.750
C 0.558 1.261 -6.007
H -0.711 0.016 -4.740
H -2.354 0.954 -2.598
H -0.805 0.737 4.967
H 0.723 0.684 3.151
H -3.161 -3.341 -1.565
C 0.878 0.915 -3.578
H 1.141 -3.557 -3.829
H 3.648 -0.275 2.227
P 1.401 -0.733 1.272
N -2.246 1.747 3.725
H 3.451 0.180 0.489
H 1.234 -4.750 -0.882
C 2.025 -4.177 -1.385
H 2.760 -0.469 -1.780
C -3.649 1.376 3.363
C 0.160 0.672 -4.801
H 0.269 4.058 1.611
H 2.244 2.265 -6.983
C -2.396 1.719 -1.755
Sc -0.782 0.792 -0.653
C 0.780 -0.405 3.011
H -1.101 3.736 4.799
P -1.921 -1.700 -0.224
C 2.481 2.240 -4.861
C -1.795 1.209 5.019
H 2.771 -2.410 2.539
O 0.387 0.424 -2.443
C 0.977 -2.537 -3.451
H 3.658 -1.770 -0.957
H -4.261 -2.090 0.446
H 3.517 -1.771 -2.748
C 2.052 1.747 -3.620
H 2.252 -4.664 -2.340
H -2.132 -3.732 1.157
S -1.869 2.242 1.156
H -0.450 -3.442 0.640
C -3.572 -1.234 0.439
H 1.192 -3.071 2.073
C 0.752 3.256 2.179

Properties
**Charge**: +3
**Energy relative to the best compared isomer or geometry (same formula, charge and spin)**: 136.6 kcal per mole
**Orbital gap (alpha / beta)**: 4.1 / 4.1 eV
**LUMO energy (alpha / beta)**: -0.4256 / -0.4257 hartree
**HOMO level (alpha / beta)**: -15.676 / -15.677 eV

Atom charges from the Löwdin analysis, given in e for atoms 1 to 8:
1. C -0.20
2. H 0.11
3. C -0.04
4. H 0.10
5. C -0.28
6. C -0.26
7. H 0.10
8. H 0.05

***

No. 2
Molecular formula: C4H7N3O3
Method: DFT, ωB97M-V/def2-TZVPD

CARTESIAN COORDINATES (ANGSTROEM)
H 1.778 0.662 1.396
C 1.293 -0.349 -0.284
H 2.494 1.385 0.042
N -0.080 -0.481 -0.533
O 2.079 -1.233 -0.583
H 0.365 2.308 -0.809
C 1.595 0.998 0.439
N -0.635 -0.919 -3.528
H 1.238 0.015 -2.659
N -0.439 0.242 -3.630
C -0.660 0.540 -0.041
O 0.246 -1.838 -2.944
H -0.211 -2.607 -2.619
H 0.114 2.406 1.039
H -1.715 0.697 0.067
C 0.362 1.759 0.225
O 0.691 0.752 -3.099

Properties
**Energy relative to the best compared isomer or geometry (same formula, charge and spin)**: 124.9 kcal per mole
**Orbital gap**: 9.9 eV
**LUMO energy**: -0.0026 hartree
**SMILES**: O=C1CCC=N1.O/N=N\O
**HOMO level**: -9.952 eV

Atom charges from the natural (NBO) analysis, given in e for atoms 1 to 8:
1. H 0.24
2. C 0.66
3. H 0.24
4. N -0.50
5. O -0.53
6. H 0.25
7. C -0.53
8. N 0.06

***

No. 3
Molecular formula: C21H39N2O4
Method: DFT, ωB97M-V/def2-TZVPD

CARTESIAN COORDINATES (ANGSTROEM)
H 4.387 0.742 0.640
H 0.594 -6.401 1.693
C -1.213 6.464 -0.003
C 1.662 -3.861 1.718
H -0.379 0.108 1.353
H -2.158 1.279 2.348
C -2.446 -0.504 -2.847
H -0.601 4.134 -0.574
H -2.563 2.808 -0.020
H -1.154 -4.981 0.845
C 1.564 4.191 -0.362
H -2.967 -0.237 1.963
H -1.240 -4.057 2.355
O -1.784 6.907 -0.948
O -3.525 -0.964 -0.320
C -2.785 0.776 1.605
H 0.081 2.383 -1.539
H 1.177 -4.256 3.786
H 2.335 -5.407 3.110
H -2.436 0.578 -2.993
H 2.879 2.541 -0.591
C -1.546 -2.475 -1.646
H -0.298 -6.121 3.192
H 2.258 4.706 0.311
H 1.747 2.354 0.750
H -0.906 -2.809 -2.464
C 0.964 1.823 -1.213
H -3.725 1.321 1.543
C 1.450 -4.813 2.887
H 1.525 1.609 -2.125
H 1.756 4.578 -1.365
C 0.443 0.508 -0.592
H -1.984 -0.947 -3.735
O 0.376 -3.635 1.141
O 0.064 6.021 -0.039
H 1.739 0.081 1.088
N -2.311 -0.571 -0.369
H -3.470 -0.866 -2.769
H 0.483 -1.208 -1.875
C -1.619 -0.940 -1.629
H -1.703 6.329 0.974
C 1.839 2.689 -0.288
N 3.204 -0.339 -1.842
C 0.259 -5.634 2.394
H 2.318 -4.302 0.960
C 2.965 -0.298 -0.591
H -2.544 -2.888 -1.807
H 1.269 -1.336 0.183
H 5.004 -0.734 -0.120
C -2.574 1.889 -0.615
H -0.347 1.817 0.965
H 3.907 -0.845 1.270
H -0.128 0.216 -2.666
H -1.181 -2.852 -0.689
H -3.612 1.693 -0.893
H 2.340 -0.358 -2.380
H -1.998 2.059 -1.524
C -2.046 0.747 0.254
C -0.185 -0.355 -1.734
C 0.166 4.579 0.067
C -0.565 -4.576 1.668
C 1.598 -0.295 0.069
H 2.083 -2.901 2.023
C 4.135 -0.284 0.360
C -0.549 0.828 0.544
H -0.027 4.291 1.108

Properties
**2S+1**: 2
**Orbital gap (alpha / beta)**: 8.8 / 10.0 eV
**LUMO energy (alpha / beta)**: 0.0202 / 0.0187 hartree
**HOMO level (alpha / beta)**: -8.213 / -9.472 eV

Atom charges from the natural (NBO) analysis, given in e for atoms 1 to 8:
1. H 0.23
2. H 0.20
3. C 0.66
4. C -0.07
5. H 0.22
6. H 0.20
7. C -0.62
8. H 0.18

***

No. 4
Molecular formula: C6H12O
Method: DFT, ωB97M-V/def2-TZVPD

CARTESIAN COORDINATES (ANGSTROEM)
H 2.885 1.464 0.123
C 0.573 0.524 -1.336
H 0.410 1.448 -1.909
O -0.572 -0.317 -1.434
H -2.734 -1.597 -1.021
H 0.337 -1.175 0.831
H -1.745 -2.295 0.276
H -0.443 0.074 1.837
H 2.651 -0.262 0.468
H 0.414 1.835 0.382
H -1.834 0.724 -0.171
H 2.303 0.952 1.714
C -1.277 -0.231 -0.199
C 2.242 0.742 0.640
C -0.143 -0.186 0.817
H 1.421 -0.010 -1.784
C -2.251 -1.386 -0.063
H -3.031 -1.134 0.663
C 0.797 0.828 0.166

Properties
**Energy relative to the best compared isomer or geometry (same formula, charge and spin)**: 8.7 kcal per mole
**Orbital gap**: 10.7 eV
**LUMO energy**: 0.0426 hartree
**SMILES**: C[C@H]1CO[C@@H](C)C1
**HOMO level**: -9.546 eV

Atom charges from the natural (NBO) analysis, given in e for atoms 1 to 8:
1. H 0.21
2. C -0.07
3. H 0.17
4. O -0.53
5. H 0.23
6. H 0.20
7. H 0.21
8. H 0.21

***

| no. | total energy (Ha) |
| --- | --- |
| 1 | -3234.2814 |
| 2 | -546.4437 |
| 3 | -1233.9377 |
| 4 | -311.0454 |